[1]
Molecular formula: C2H2ClF3
Method: DFT, wB97M-V/def2-TZVPD

Structure (XYZ):
```
8
Properties=species:S:1:pos:R:3:forces:R:3:mulliken_charge:R:1
C -1.186 0.496 -0.246 -2.58 -0.12 1.03 0.12
C 0.965 -0.470 0.410 4.97 -0.13 -0.13 0.01
F -1.114 0.262 -1.517 0.63 0.21 -1.62 -0.18
F -0.874 1.732 0.115 0.08 0.09 -0.21 -0.19
F 1.803 0.215 -0.498 -1.68 -0.87 0.60 -0.21
Cl 1.137 -2.187 0.201 -0.48 0.62 0.00 -0.11
H -2.110 0.068 0.159 0.18 0.46 0.35 0.28
H 1.379 -0.116 1.375 -1.11 -0.27 -0.02 0.28
```
Positions in Å, forces in eV/Å.

Energy above the lowest of the compared OMol25 structures with the same formula, charge and spin: 35.5 kJ/mol
Maximum force: 4.97 eV/A
Total energy: -837.00903 a.u.
E_HOMO (spin up / spin down): -0.276 / -0.442 Ha
HOMO-LUMO gap (spin up / spin down): 8.5 / 10.2 eV
Multiplicity: 3
Molecular weight: 118.49 g mol⁻¹
<S²>: 2.0053

---

[2]
Molecular formula: C2H2ClFO2
Method: DFT, wB97M-V/def2-TZVPD

Structure (XYZ):
```
8
Properties=species:S:1:pos:R:3:forces:R:3:mulliken_charge:R:1
C 1.607 0.211 -0.693 1.50 2.16 0.17 0.48
C 0.735 -0.893 -0.521 -2.37 -0.50 2.89 0.08
O 1.452 1.143 -1.415 0.06 -0.51 -0.25 -0.37
O -1.301 0.947 0.593 0.55 0.68 -2.78 -0.61
F 1.040 -1.669 0.481 -0.46 -0.24 -0.91 -0.11
Cl 2.962 0.111 0.468 0.03 0.32 -0.51 -0.16
H -0.288 -1.006 -0.848 -0.05 -0.04 -0.85 0.41
H -1.510 1.579 -0.215 0.74 -1.88 2.22 0.29
```
Positions in Å, forces in eV/Å.

Energy above the lowest of the compared OMol25 structures with the same formula, charge and spin: 588.6 kJ/mol
Maximum force: 3.77 eV/A
Total energy: -787.73117 a.u.
E_HOMO (spin up / spin down): -0.350 / -0.350 Ha
HOMO-LUMO gap (spin up / spin down): 5.5 / 5.5 eV
Molecular weight: 112.49 g mol⁻¹

---

[3]
Molecular formula: C2H2ClFS
Method: DFT, wB97M-V/def2-TZVPD

Structure (XYZ):
```
7
Properties=species:S:1:pos:R:3:forces:R:3:mulliken_charge:R:1
F -0.115 -1.114 1.362 2.43 2.04 -2.58 -0.28
C 0.641 -0.271 0.253 -7.00 -3.64 -0.77 0.26
Cl 1.457 -1.361 -0.878 -0.89 -0.08 0.05 -0.13
C -0.624 0.484 -0.334 -2.63 1.68 -1.05 -0.28
S -1.512 1.990 0.247 3.40 -5.14 -1.77 -0.11
H 1.447 0.194 0.550 3.27 3.12 2.94 0.29
H -1.101 -0.156 -1.345 1.42 2.03 3.19 0.24
```
Positions in Å, forces in eV/Å.

Energy above the lowest of the compared OMol25 structures with the same formula, charge and spin: 254.4 kJ/mol
Maximum force: 7.93 eV/A
Total energy: -1035.51881 a.u.
E_HOMO: -0.353 Ha
HOMO-LUMO gap: 7.8 eV
Molecular weight: 112.56 g mol⁻¹

---

[4]
Molecular formula: C2H2ClN
Method: DFT, wB97M-V/def2-TZVPD

Structure (XYZ):
```
6
Properties=species:S:1:pos:R:3:forces:R:3:mulliken_charge:R:1
C 0.373 1.646 0.174 -0.47 2.39 -0.12 0.36
C 0.897 0.421 0.497 -1.75 -1.25 -0.18 -0.40
N 0.041 2.736 -0.076 0.13 -1.02 0.24 -0.31
Cl 2.397 0.043 -0.031 2.11 -0.39 -0.41 -0.07
H 0.244 -0.439 0.620 0.01 0.33 0.52 0.39
H -0.916 -0.250 -1.322 -0.02 -0.05 -0.06 0.03
```
Positions in Å, forces in eV/Å.

Energy above the lowest of the compared OMol25 structures with the same formula, charge and spin: 399.4 kJ/mol
Maximum force: 2.44 eV/A
Total energy: -592.17649 a.u.
E_HOMO (spin up / spin down): -0.345 / -0.414 Ha
HOMO-LUMO gap (spin up / spin down): 8.7 / 9.6 eV
Molecular weight: 75.50 g mol⁻¹

---

[5]
Molecular formula: C2H2ClN
Method: DFT, wB97M-V/def2-TZVPD

Structure (XYZ):
```
6
Properties=species:S:1:pos:R:3:forces:R:3:mulliken_charge:R:1
N 0.931 -0.935 0.088 -0.76 -0.56 -0.71 -0.42
C -0.236 -0.591 -0.111 -0.56 0.38 1.28 0.67
C -1.414 -0.071 0.293 -1.97 3.10 -0.40 -0.59
Cl -3.402 -0.133 0.000 3.10 -1.07 0.01 -0.18
H 1.697 -1.003 -0.606 -1.06 0.52 0.28 0.29
H -1.522 1.058 0.568 1.24 -2.38 -0.47 0.23
```
Positions in Å, forces in eV/Å.

Energy above the lowest of the compared OMol25 structures with the same formula, charge and spin: 240.3 kJ/mol
Maximum force: 3.70 eV/A
Total energy: -592.23706 a.u.
E_HOMO: -0.342 Ha
HOMO-LUMO gap: 8.6 eV
Molecular weight: 75.50 g mol⁻¹

---

[6]
Molecular formula: C2H2ClN
Method: DFT, wB97M-V/def2-TZVPD

Structure (XYZ):
```
6
Properties=species:S:1:pos:R:3:forces:R:3:mulliken_charge:R:1
C -0.175 0.275 -0.189 0.83 0.33 0.06 -0.11
C -1.426 -0.106 0.250 -3.17 -1.63 -0.06 -0.04
N -0.642 -1.013 -0.264 -0.12 0.38 0.22 -0.19
H -2.560 -0.243 0.532 2.63 0.85 -0.24 0.31
Cl 3.115 0.512 -0.065 -2.35 0.11 -0.35 -0.35
H 1.688 0.575 -0.264 2.18 -0.04 0.37 0.39
```
Positions in Å, forces in eV/Å.

Energy above the lowest of the compared OMol25 structures with the same formula, charge and spin: 338.5 kJ/mol
Maximum force: 3.56 eV/A
Total energy: -592.19969 a.u.
E_HOMO: -0.390 Ha
HOMO-LUMO gap: 10.2 eV
Molecular weight: 75.50 g mol⁻¹

---

[7]
Molecular formula: C2H2ClN2
Method: DFT, wB97M-V/def2-TZVPD

Structure (XYZ):
```
7
Properties=species:S:1:pos:R:3:forces:R:3:mulliken_charge:R:1
N 0.049 -2.726 -0.185 0.39 0.32 -0.01 -0.21
N 0.096 -1.632 -0.316 -0.97 -3.41 1.46 0.53
C 0.040 -0.353 -0.553 -0.05 4.52 -0.60 0.15
C -0.199 0.589 0.488 0.58 -1.04 -0.44 -0.18
Cl -0.010 2.251 0.354 -0.19 -0.60 -0.66 0.05
H 0.211 -0.254 -1.681 -0.15 0.95 1.81 0.33
H -0.467 0.388 1.569 0.39 -0.74 -1.57 0.32
```
Positions in Å, forces in eV/Å.

Energy above the lowest of the compared OMol25 structures with the same formula, charge and spin: 7.7 kJ/mol
Maximum force: 4.56 eV/A
Total energy: -646.74402 a.u.
E_HOMO: -0.586 Ha
Total charge: +1
HOMO-LUMO gap: 9.1 eV
Molecular weight: 89.50 g mol⁻¹

---

[8]
Molecular formula: C2H2ClN3
Method: DFT, wB97M-V/def2-TZVPD

Structure (XYZ):
```
8
Properties=species:S:1:pos:R:3:forces:R:3:mulliken_charge:R:1
C -1.105 -1.013 -1.170 -2.51 -0.65 0.01 0.42
C 0.120 -0.391 -1.289 -0.51 1.99 -0.18 -0.37
N -2.184 -1.435 -1.032 1.16 0.18 -0.27 -0.36
N 0.739 0.860 1.528 3.96 -2.00 2.23 0.11
N -0.168 1.427 1.224 -3.05 2.27 -0.32 -0.28
Cl 1.198 -0.856 -0.120 1.57 -1.10 -0.79 -0.07
H 0.060 0.682 -1.638 0.69 -1.44 0.23 0.33
H 1.339 0.726 2.497 -1.31 0.75 -0.91 0.22
```
Positions in Å, forces in eV/Å.

Energy above the lowest of the compared OMol25 structures with the same formula, charge and spin: 442.7 kJ/mol
Maximum force: 4.97 eV/A
Total energy: -701.69611 a.u.
E_HOMO (spin up / spin down): -0.291 / -0.330 Ha
HOMO-LUMO gap (spin up / spin down): 6.4 / 8.8 eV
Molecular weight: 103.51 g mol⁻¹

---

[9]
Molecular formula: C2H2ClN3O
Method: DFT, wB97M-V/def2-TZVPD

Structure (XYZ):
```
9
Properties=species:S:1:pos:R:3:forces:R:3:mulliken_charge:R:1
C -0.102 2.436 1.529 -0.30 0.21 -2.16 -0.19
C 0.942 -1.677 -0.702 -0.46 -1.04 -0.74 0.72
N -0.188 1.498 0.783 -0.86 1.48 0.28 0.35
N 0.025 -2.261 -1.253 2.99 -0.43 0.91 -0.51
N -0.034 0.807 -0.176 0.54 -2.23 -2.07 -0.35
O 1.942 -1.296 -0.237 -0.32 -0.08 -0.02 -0.42
Cl -1.494 0.165 -1.053 -0.24 1.76 0.96 -0.13
H -0.194 2.346 2.535 0.01 -0.15 3.00 0.27
H -0.896 -2.017 -1.426 -1.37 0.50 -0.16 0.28
```
Positions in Å, forces in eV/Å.

Energy above the lowest of the compared OMol25 structures with the same formula, charge and spin: 355.9 kJ/mol
Maximum force: 3.16 eV/A
Total energy: -776.95268 a.u.
E_HOMO: -0.363 Ha
HOMO-LUMO gap: 8.9 eV
Molecular weight: 119.51 g mol⁻¹

---

[10]
Molecular formula: C2H2ClNO
Method: DFT, wB97M-V/def2-TZVPD

Structure (XYZ):
```
7
Properties=species:S:1:pos:R:3:forces:R:3:mulliken_charge:R:1
C 0.612 -1.026 0.428 4.65 -1.34 -4.31 0.23
C -0.796 0.663 -0.406 1.80 -1.33 -0.27 -0.23
N 0.309 -0.384 -0.664 -3.01 2.67 0.19 -0.24
O 0.539 -1.462 1.501 -1.98 -0.06 2.86 -0.32
Cl -0.115 2.015 0.308 0.24 1.61 0.01 -0.09
H -1.514 0.251 0.252 -1.23 -0.53 -0.02 0.32
H 0.964 -0.058 -1.419 -0.46 -1.02 1.55 0.32
```
Positions in Å, forces in eV/Å.

Energy above the lowest of the compared OMol25 structures with the same formula, charge and spin: 12.5 kJ/mol
Maximum force: 6.48 eV/A
Total energy: -667.42632 a.u.
E_HOMO (spin up / spin down): -0.225 / -0.413 Ha
HOMO-LUMO gap (spin up / spin down): 6.8 / 9.9 eV
Multiplicity: 3
Molecular weight: 91.50 g mol⁻¹
<S²>: 2.0081

---

[11]
Molecular formula: C2H2ClNO
Method: DFT, wB97M-V/def2-TZVPD

Structure (XYZ):
```
7
Properties=species:S:1:pos:R:3:forces:R:3:mulliken_charge:R:1
C 0.888 0.680 -1.354 -1.46 -0.39 3.91 0.17
C -0.498 0.761 -0.943 -0.13 -2.15 3.06 0.15
N -0.269 -0.401 0.686 -2.30 1.73 -2.16 -0.39
O 1.323 0.793 -2.433 1.52 0.53 -3.14 -0.41
Cl -1.911 1.342 -1.597 0.35 -0.33 0.18 -0.07
H 1.378 0.449 -0.362 0.81 0.10 -1.21 0.32
H -1.269 -0.646 0.987 1.21 0.52 -0.64 0.23
```
Positions in Å, forces in eV/Å.

Energy above the lowest of the compared OMol25 structures with the same formula, charge and spin: 192.5 kJ/mol
Maximum force: 4.19 eV/A
Total energy: -667.35776 a.u.
E_HOMO (spin up / spin down): -0.339 / -0.364 Ha
HOMO-LUMO gap (spin up / spin down): 8.9 / 7.6 eV
Multiplicity: 3
Molecular weight: 91.50 g mol⁻¹
<S²>: 2.0155

---

[12]
Molecular formula: C2H2ClNO2
Method: DFT, wB97M-V/def2-TZVPD

Structure (XYZ):
```
8
Properties=species:S:1:pos:R:3:forces:R:3:mulliken_charge:R:1
C -0.474 -0.015 0.974 0.04 -0.86 2.59 -0.21
N -1.510 0.545 0.929 0.73 0.52 -1.68 0.42
O -2.431 1.216 0.511 0.45 -0.76 0.98 -0.56
H 0.289 -0.628 1.563 -1.69 1.26 -1.15 0.37
O 2.102 -0.176 -0.237 -1.45 0.30 -0.59 -0.37
C 1.091 -0.125 -0.877 1.49 0.83 -1.45 0.13
Cl 0.235 -1.603 -1.373 -0.01 0.08 -0.04 -0.11
H 0.698 0.786 -1.490 0.43 -1.37 1.34 0.34
```
Positions in Å, forces in eV/Å.

Energy above the lowest of the compared OMol25 structures with the same formula, charge and spin: 360.7 kJ/mol
Maximum force: 2.73 eV/A
Total energy: -742.69919 a.u.
E_HOMO: -0.380 Ha
HOMO-LUMO gap: 9.7 eV
Molecular weight: 107.50 g mol⁻¹